1.
Computed, not measured: 2 unconnected molecules or ions with the total composition C4H9NO3 in a non-equilibrium geometry, with wB97M-V/def2-TZVPD.

SMILES: C/C(N)=C/O.O=CO
HOMO level: -7.91 eV
Energy above the lowest of the compared OMol25 structures with the same formula, charge and spin: 38.9 kcal/mol
Gap between HOMO and LUMO: 8.647 eV
Energy: -438.26704 Eh

ORCA input file:
```
! wB97M-V def2-TZVPD RIJCOSX def2/J DEFGRID3
* xyz 0 1
C -0.88 0.54 1.68
C 0.18 -0.31 1.05
N 0.31 -1.61 1.49
C 1.03 0.20 0.13
O 2.08 -0.55 -0.35
H -1.72 -0.07 2.02
H -0.48 1.09 2.54
H -1.28 1.27 0.96
H 0.09 -1.74 2.47
H 1.22 -1.99 1.23
H 1.10 1.25 -0.12
H 1.87 -0.73 -1.29
O -1.17 1.68 -1.89
C -0.89 0.49 -1.98
O -0.16 0.01 -3.02
H -1.34 -0.34 -1.38
H 0.04 0.81 -3.55
*
```

Here are the natural (NBO) charges for atoms 1 to 2, given in e: C -0.66; C 0.14

2.
Computed, not measured: 9 unconnected molecules or ions with the total composition H18O9, with wB97M-V/def2-TZVPD.

HOMO level (alpha / beta): 0.44 / -7.79 eV
Energy above the lowest of the compared OMol25 structures with the same formula, charge and spin: 16.8 kcal/mol
Gap between HOMO and LUMO (alpha / beta): 2.241 / 10.645 eV
Energy: -687.92946 Eh

ORCA input file:
```
! wB97M-V def2-TZVPD RIJCOSX def2/J DEFGRID3
* xyz -1 2
O -8.61 -6.09 -3.06
H -8.28 -6.16 -3.96
H -8.27 -5.26 -2.74
O -10.03 -7.92 -4.98
H -10.50 -7.34 -4.39
H -9.99 -7.44 -5.81
O -13.09 -9.71 -0.37
H -13.05 -10.04 0.52
H -12.26 -9.98 -0.77
O -11.50 -10.15 -3.37
H -12.27 -9.90 -3.87
H -11.07 -9.32 -3.15
O -9.07 -9.37 0.22
H -9.51 -10.22 0.28
H -8.81 -9.17 1.11
O -11.25 -4.92 -3.96
H -10.47 -5.15 -3.45
H -11.59 -4.13 -3.53
O -6.80 -10.30 -1.35
H -6.36 -9.73 -0.73
H -7.73 -10.07 -1.28
O -10.19 -8.02 -1.90
H -9.43 -7.57 -2.28
H -9.97 -8.12 -0.98
O -12.11 -6.52 1.25
H -12.19 -7.15 0.53
H -13.01 -6.36 1.52
*
```

Here are the natural (NBO) charges for atoms 1 to 2, given in e: O -1.31; H 0.45

3.
Computed, not measured: C6H12N2O in the gas phase, with wB97M-V/def2-TZVPD.

SMILES: [H]/N=C(/CN(C)C=C)OC
HOMO level: -7.65 eV
Energy above the lowest of the compared OMol25 structures with the same formula, charge and spin: 39.7 kcal/mol
Gap between HOMO and LUMO: 8.544 eV
Energy: -420.52069 Eh

ORCA input file:
```
! wB97M-V def2-TZVPD RIJCOSX def2/J DEFGRID3
* xyz 0 1
H 2.91 1.05 0.90
N 1.94 1.16 1.16
C 1.12 0.36 0.64
C -0.34 0.44 1.03
N -1.25 0.48 -0.08
C -1.66 1.78 -0.51
C -1.92 -0.64 -0.49
C -1.71 -1.91 -0.13
O 1.36 -0.64 -0.23
C 2.70 -0.95 -0.55
H -0.45 1.35 1.64
H -0.56 -0.43 1.66
H -2.29 2.28 0.24
H -2.23 1.71 -1.44
H -0.79 2.41 -0.69
H -2.69 -0.43 -1.22
H -0.94 -2.20 0.56
H -2.31 -2.69 -0.54
H 2.66 -1.82 -1.21
H 3.18 -0.12 -1.08
H 3.27 -1.20 0.35
*
```

Here are the natural (NBO) charges for atoms 1 to 2, given in e: H 0.34; N -0.72

Q: Among the records above, which one has the highest energy above the lowest of the compared OMol25 structures with the same formula, charge and spin?
A: C6H12N2O